[1]
DFT (ωB97M-V/def2-TZVPD) results for a molecular structure, C67H67BiClGeN4O3P2.

```
! wB97M-V def2-TZVPD RIJCOSX def2/J DEFGRID3
* xyz 1 1
Bi 1.827 -1.189 -0.687
C 3.758 -3.590 0.802
P 1.956 -3.312 1.031
C 0.983 -4.666 0.361
C 1.532 -5.647 -0.461
C 0.711 -6.607 -1.036
C -0.654 -6.590 -0.790
C -1.208 -5.610 0.027
C -0.396 -4.643 0.597
C 1.830 -3.342 2.839
C 1.365 -4.471 3.511
C 1.425 -4.517 4.896
C 1.948 -3.448 5.612
C 2.420 -2.328 4.942
C 2.363 -2.272 3.557
C 4.370 -2.220 0.983
C 5.537 -1.770 1.548
C 5.586 -0.355 1.350
C 4.447 -0.005 0.665
C 3.886 1.277 0.129
P 2.033 1.329 0.357
C 1.681 2.829 -0.582
C 1.785 2.734 -1.967
C 1.466 3.819 -2.770
C 1.036 5.002 -2.186
C 0.942 5.102 -0.803
C 1.260 4.019 0.002
C 1.910 1.509 2.152
C 1.027 0.699 2.864
C 0.900 0.851 4.236
C 1.655 1.809 4.902
C 2.546 2.608 4.198
C 2.673 2.463 2.823
N 3.699 -1.135 0.467
H 3.951 -3.976 -0.207
H 4.129 -4.308 1.530
H 2.598 -5.670 -0.652
H 1.138 -7.368 -1.676
H -1.291 -7.340 -1.240
H -2.274 -5.592 0.213
H -0.833 -3.858 1.206
H 0.959 -5.311 2.963
H 1.069 -5.397 5.416
H 1.990 -3.491 6.693
H 2.839 -1.496 5.495
H 2.756 -1.407 3.038
H 6.280 -2.378 2.043
H 6.373 0.313 1.665
H 4.074 1.371 -0.946
H 4.339 2.148 0.599
H 2.106 1.807 -2.433
H 1.545 3.736 -3.846
H 0.771 5.847 -2.808
H 0.611 6.026 -0.346
H 1.166 4.105 1.079
H 0.422 -0.031 2.335
H 0.211 0.220 4.784
H 1.550 1.933 5.973
H 3.148 3.342 4.719
H 3.369 3.094 2.283
C -5.652 5.262 2.380
C -5.665 3.734 2.563
C -6.467 3.408 3.828
C -6.402 3.130 1.357
C -4.221 3.136 2.647
O -4.248 1.745 2.320
C -3.567 3.194 4.044
C -3.217 4.517 4.743
C -1.970 5.210 4.241
C -2.008 6.493 3.707
C -0.849 7.142 3.294
C 0.367 6.497 3.423
Cl 1.831 7.299 2.939
C 0.437 5.218 3.954
C -0.728 4.586 4.357
C -3.346 3.785 1.546
N -2.383 2.872 0.951
C -1.259 2.382 1.468
N -0.654 1.602 0.594
C -1.489 1.660 -0.478
N -2.541 2.428 -0.314
H -6.663 5.646 2.531
H -5.348 5.555 1.374
H -5.001 5.775 3.089
H -7.519 3.647 3.659
H -6.132 3.984 4.693
H -6.420 2.346 4.090
H -7.278 3.742 1.127
H -6.752 2.117 1.557
H -5.774 3.084 0.465
H -4.963 1.322 2.809
H -2.660 2.586 3.970
H -4.228 2.639 4.712
H -3.049 4.271 5.794
H -4.056 5.211 4.734
H -2.958 7.008 3.617
H -0.890 8.145 2.891
H 1.399 4.735 4.068
H -0.662 3.593 4.795
H -2.799 4.640 1.934
H -3.962 4.115 0.719
H -0.915 2.610 2.466
H -1.313 1.134 -1.401
O -2.398 -1.705 -0.245
C -1.246 -1.830 -0.596
O -0.230 -1.356 0.107
C -0.902 -2.605 -1.856
C -0.842 -1.699 -3.102
Ge 0.203 -2.490 -4.543
C 0.242 -1.321 -6.096
C 1.370 -1.223 -6.912
C 1.371 -0.391 -8.026
C 0.242 0.355 -8.338
C -0.892 0.258 -7.545
C -0.890 -0.577 -6.435
C -0.498 -4.240 -4.987
C 0.245 -5.089 -5.811
C -0.263 -6.320 -6.202
C -1.524 -6.716 -5.775
C -2.274 -5.883 -4.958
C -1.763 -4.650 -4.569
C 2.043 -2.685 -3.892
C 2.929 -1.601 -3.944
C 4.235 -1.713 -3.484
C 4.687 -2.925 -2.970
C 3.827 -4.011 -2.916
C 2.516 -3.891 -3.374
H -1.696 -3.337 -1.981
H 0.027 -3.175 -1.719
H -0.417 -0.711 -2.891
H -1.859 -1.511 -3.453
H 2.259 -1.803 -6.690
H 2.252 -0.328 -8.651
H 0.246 1.008 -9.202
H -1.779 0.829 -7.791
H -1.789 -0.648 -5.831
H 1.229 -4.788 -6.156
H 0.321 -6.967 -6.844
H -1.925 -7.673 -6.088
H -3.258 -6.190 -4.626
H -2.367 -4.006 -3.939
H 2.596 -0.657 -4.366
H 4.906 -0.862 -3.530
H 5.711 -3.022 -2.630
H 4.179 -4.960 -2.528
H 1.852 -4.748 -3.318
*
```

Calculated values
* E_HOMO: -10.12 eV
* frontier orbital gap: 7.347 eV
* F_max: 1.0 eV/A
* energy above the lowest of the compared OMol25 structures with the same formula, charge and spin: 0.000 eV
* electronic energy: -6472.353858 hartree

Results of the Mulliken charge analysis, in e, for atoms 1 through 5:
1. Bi 2.0755
2. C -0.9672
3. P 1.4319
4. C 0.4358
5. C -0.6738

***

[2]
DFT (ωB97M-V/def2-TZVPD) results for a molecular structure, C67H73CaN5O5S.

```
! wB97M-V def2-TZVPD RIJCOSX def2/J DEFGRID3
* xyz 0 1
Ca 1.657 0.682 -1.444
C 3.561 0.382 1.565
O 2.317 0.263 0.882
C 1.242 -0.044 1.725
C 0.895 -1.386 1.897
C 1.568 -2.527 1.154
C 0.611 -3.169 0.174
C 0.003 -4.389 0.408
C -0.962 -4.921 -0.453
C -1.291 -4.171 -1.578
C -0.702 -2.942 -1.850
C -1.125 -2.078 -3.016
C -1.948 -0.883 -2.569
C -3.209 -1.120 -2.048
C -4.034 -0.099 -1.586
C -3.537 1.193 -1.642
C -2.274 1.489 -2.153
C -1.821 2.939 -2.094
C -1.636 3.354 -0.654
C -2.598 4.071 0.049
C -2.480 4.325 1.412
C -1.343 3.827 2.056
C -0.366 3.106 1.391
C 0.796 2.459 2.109
C 0.530 0.980 2.338
C -0.524 0.626 3.178
C -0.882 -0.693 3.408
C -0.164 -1.681 2.740
C -2.052 -1.088 4.307
C -3.151 -1.708 3.435
C -1.587 -2.112 5.351
C -2.644 0.114 5.045
C -0.497 2.870 0.006
O 0.412 2.201 -0.646
C -3.534 5.085 2.216
C -4.067 4.185 3.341
C -4.721 5.513 1.353
C -2.909 6.344 2.832
C -1.497 0.439 -2.628
O -0.230 0.706 -3.175
C -0.275 1.066 -4.552
C -5.420 -0.432 -1.038
C -6.163 0.813 -0.553
C -5.278 -1.398 0.145
C -6.254 -1.097 -2.141
C 0.261 -2.421 -0.971
O 0.807 -1.257 -1.192
C -1.635 -6.247 -0.106
C -2.618 -6.698 -1.187
C -0.577 -7.347 0.063
C -2.412 -6.089 1.210
H 3.444 0.983 2.469
H 3.941 -0.606 1.844
H 4.261 0.861 0.884
H 2.438 -2.145 0.619
H 1.910 -3.272 1.877
H 0.278 -4.935 1.306
H -2.038 -4.538 -2.274
H -0.253 -1.725 -3.562
H -1.723 -2.677 -3.707
H -3.543 -2.151 -1.998
H -4.122 2.020 -1.263
H -0.888 3.065 -2.644
H -2.580 3.568 -2.566
H -3.468 4.421 -0.495
H -1.219 3.993 3.123
H 1.709 2.592 1.527
H 0.938 2.940 3.081
H -1.081 1.431 3.640
H -0.445 -2.723 2.849
H -2.790 -2.591 2.903
H -4.006 -2.002 4.049
H -3.491 -0.987 2.692
H -1.208 -3.021 4.885
H -0.794 -1.695 5.975
H -2.421 -2.392 5.999
H -3.068 0.845 4.353
H -3.446 -0.222 5.704
H -1.893 0.617 5.659
H -4.504 3.274 2.926
H -3.274 3.892 4.030
H -4.837 4.705 3.917
H -5.224 4.653 0.907
H -5.450 6.042 1.971
H -4.413 6.186 0.551
H -2.077 6.093 3.491
H -2.530 7.005 2.051
H -3.651 6.893 3.419
H -1.200 1.597 -4.781
H 0.573 1.721 -4.758
H -0.209 0.176 -5.185
H -5.626 1.309 0.258
H -6.312 1.534 -1.359
H -7.147 0.526 -0.177
H -4.675 -0.950 0.933
H -6.262 -1.638 0.557
H -4.798 -2.332 -0.151
H -6.376 -0.424 -2.992
H -5.782 -2.013 -2.500
H -7.246 -1.355 -1.761
H -2.124 -6.818 -2.154
H -3.051 -7.660 -0.909
H -3.438 -5.986 -1.306
H 0.000 -7.469 -0.857
H 0.119 -7.114 0.870
H -1.053 -8.303 0.297
H -3.171 -5.310 1.114
H -2.910 -7.025 1.478
H -1.749 -5.812 2.031
S 5.310 6.837 -1.859
C 4.521 5.244 -1.772
C 5.259 4.081 -1.581
C 4.589 2.875 -1.508
N 3.263 2.762 -1.622
C 2.561 3.882 -1.811
C 3.144 5.138 -1.893
C 5.974 6.877 -0.204
C 5.138 7.028 0.894
C 5.708 7.046 2.157
N 7.018 6.942 2.377
C 7.807 6.814 1.317
C 7.339 6.772 0.009
H 6.335 4.116 -1.475
H 5.129 1.953 -1.331
H 1.484 3.762 -1.847
H 2.528 6.016 -2.032
H 4.067 7.122 0.770
H 5.081 7.155 3.034
H 8.870 6.734 1.517
H 8.023 6.662 -0.821
O 2.198 -2.291 -3.814
C 2.199 -1.254 -3.371
N 4.255 -9.126 -2.698
C 4.353 -7.982 -2.651
C 4.482 -6.553 -2.590
C 5.638 -5.944 -3.077
C 5.770 -4.569 -3.014
C 4.738 -3.810 -2.480
C 3.577 -4.407 -2.002
C 3.454 -5.783 -2.049
N 4.855 -2.396 -2.414
C 5.316 -1.529 -3.383
C 5.148 -0.276 -2.867
N 4.612 -0.358 -1.601
C 4.459 -1.636 -1.368
H 6.431 -6.551 -3.491
H 6.673 -4.086 -3.363
H 2.760 -3.803 -1.620
H 2.555 -6.259 -1.683
H 5.661 -1.879 -4.339
H 5.354 0.670 -3.341
H 4.084 -2.072 -0.456
*
```

Calculated values
* E_HOMO: -6.80 eV
* frontier orbital gap: 6.612 eV
* F_max: 0.4 eV/A
* energy above the lowest of the compared OMol25 structures with the same formula, charge and spin: 0.000 eV
* electronic energy: -4322.890886 hartree

Results of the Mulliken charge analysis, in e, for atoms 1 through 5:
1. Ca 2.0278
2. C -1.3200
3. O 0.9567
4. C -0.1717
5. C -0.0526

***

[3]
DFT (ωB97M-V/def2-TZVPD) results for 9 unconnected molecules or ions with the total composition C67H73F8N2Si.

```
! wB97M-V def2-TZVPD RIJCOSX def2/J DEFGRID3
* xyz -1 1
C 5.176 -1.226 1.893
C 4.981 0.181 1.338
C 5.499 0.435 -0.056
N 4.411 1.068 2.051
N 4.245 2.328 1.372
C 2.842 2.372 1.049
C 2.621 3.416 -0.031
C 1.168 3.864 -0.295
C 0.255 3.941 0.917
C -1.180 4.372 0.555
C -2.158 3.189 0.518
C -3.061 3.113 1.742
C -4.106 1.980 1.615
Si -5.809 2.559 1.039
C -5.637 4.265 0.235
C -6.993 2.721 2.487
C -6.549 1.429 -0.275
C -6.386 1.751 -1.634
C -6.884 0.923 -2.644
C -7.560 -0.250 -2.325
C -7.759 -0.576 -0.981
C -7.257 0.259 0.018
H 4.245 -1.615 2.292
H 5.958 -1.226 2.649
H 5.518 -1.842 1.064
H 4.793 0.968 -0.682
H 6.437 0.982 0.023
H 5.725 -0.522 -0.530
H 2.494 1.390 0.657
H 2.233 2.556 1.960
H 3.266 4.277 0.133
H 2.976 2.970 -0.962
H 0.722 3.241 -1.073
H 1.210 4.870 -0.725
H 0.695 4.585 1.676
H 0.206 2.947 1.358
H -1.510 5.078 1.317
H -1.194 4.900 -0.397
H -2.786 3.270 -0.372
H -1.616 2.249 0.442
H -3.508 4.077 1.975
H -2.416 2.870 2.589
H -4.205 1.520 2.600
H -3.703 1.203 0.967
H -6.577 4.483 -0.266
H -5.399 5.032 0.964
H -4.834 4.223 -0.497
H -6.519 3.171 3.358
H -7.414 1.764 2.791
H -7.831 3.358 2.204
H -5.869 2.651 -1.937
H -6.737 1.185 -3.683
H -7.928 -0.902 -3.103
H -8.291 -1.478 -0.730
H -7.430 -0.026 1.049
F 7.494 -3.112 -1.557
C 6.504 -3.106 -2.468
C 5.196 -2.991 -2.040
C 4.182 -2.978 -2.984
C 4.482 -3.083 -4.334
C 5.803 -3.202 -4.746
C 6.826 -3.213 -3.808
H 4.978 -2.908 -0.984
H 3.153 -2.878 -2.662
H 3.684 -3.066 -5.065
H 6.038 -3.282 -5.799
H 7.863 -3.295 -4.105
F 8.203 7.777 1.796
C 7.496 6.838 2.478
C 7.344 6.983 3.842
C 6.614 6.022 4.532
C 6.065 4.940 3.857
C 6.236 4.809 2.487
C 6.953 5.773 1.788
H 7.786 7.832 4.347
H 6.473 6.122 5.601
H 5.500 4.200 4.392
H 5.797 3.960 1.964
H 7.090 5.700 0.716
F 1.498 -1.158 -5.359
C 2.308 -0.190 -5.851
C 3.345 0.257 -5.063
C 4.184 1.243 -5.557
C 3.966 1.770 -6.824
C 2.912 1.305 -7.599
C 2.072 0.311 -7.114
H 3.488 -0.163 -4.076
H 5.006 1.600 -4.952
H 4.619 2.543 -7.207
H 2.739 1.717 -8.584
H 1.247 -0.071 -7.702
F 5.114 3.533 6.373
C 4.043 2.873 6.853
C 3.275 2.126 5.982
C 2.186 1.432 6.487
C 1.872 1.507 7.838
C 2.656 2.270 8.692
C 3.757 2.957 8.202
H 3.532 2.081 4.927
H 1.584 0.832 5.819
H 1.018 0.966 8.226
H 2.413 2.330 9.745
H 4.389 3.549 8.850
F -3.349 -6.157 -4.462
C -2.251 -5.383 -4.640
C -2.418 -4.075 -5.048
C -1.290 -3.285 -5.223
C -0.026 -3.808 -4.995
C 0.114 -5.129 -4.588
C -1.006 -5.928 -4.405
H -3.413 -3.687 -5.223
H -1.400 -2.254 -5.534
H 0.845 -3.192 -5.130
H 1.099 -5.539 -4.410
H -0.921 -6.956 -4.080
F 5.453 -2.544 5.684
C 6.449 -1.780 6.172
C 7.351 -2.346 7.052
C 8.379 -1.560 7.553
C 8.486 -0.228 7.178
C 7.565 0.320 6.294
C 6.539 -0.459 5.780
H 7.244 -3.385 7.335
H 9.097 -1.991 8.239
H 9.287 0.383 7.574
H 7.642 1.359 6.001
H 5.816 -0.051 5.083
F -9.645 -4.554 -4.998
C -8.531 -4.865 -5.693
C -7.352 -5.081 -5.007
C -6.210 -5.405 -5.726
C -6.262 -5.499 -7.111
C -7.458 -5.274 -7.778
C -8.607 -4.957 -7.068
H -7.334 -4.996 -3.929
H -5.280 -5.584 -5.206
H -5.368 -5.748 -7.668
H -7.498 -5.343 -8.857
H -9.550 -4.784 -7.567
F -10.283 -2.171 0.357
C -10.050 -3.340 0.987
C -10.320 -4.521 0.326
C -10.070 -5.721 0.977
C -9.566 -5.723 2.271
C -9.305 -4.521 2.915
C -9.544 -3.316 2.271
H -10.717 -4.496 -0.680
H -10.270 -6.656 0.472
H -9.375 -6.660 2.775
H -8.913 -4.520 3.923
H -9.340 -2.368 2.751
*
```

Calculated values
* E_HOMO: -1.92 eV
* frontier orbital gap: 3.657 eV
* F_max: 0.9 eV/A
* electronic energy: -3794.741533 hartree

Results of the Mulliken charge analysis, in e, for atoms 1 through 5:
1. C -1.0481
2. C 0.5593
3. C -0.3978
4. N -0.4516
5. N -0.1639